Record 1
Computed, not measured: the molecule C5H10N2O2S2, with the ωB97M-V functional and the def2-TZVPD basis.

Output
highest occupied orbital energy (spin up / spin down)	-8.25 / -8.25	eV
multiplicity	1
Kohn-Sham gap (spin up / spin down)	7.520 / 7.520	eV
ΔE to the lowest compared entry with this formula, charge and spin	250.7	kJ/mol

Last column: natural (NBO) charge in e.
Element x y z (Å)
C -1.12481 -0.06243 1.52266  -0.41
C -0.36624 -0.46831 -0.50681  0.47
C -0.17620 1.05868 -0.88907  -0.70
C -0.05305 -1.44580 -1.60941  -0.67
C 1.06914 0.83306 3.21855  -0.83
N -0.60055 -0.87328 0.68433  -0.49
N -2.79710 0.39905 -0.27485  -1.06
O -1.49372 0.81139 3.83881  -0.96
O -0.38265 -1.37543 3.55827  -0.92
S -2.52925 0.84081 1.20686  0.93
S -0.54930 -0.02917 3.13761  2.17
H -1.04142 1.40727 -1.42637  0.26
H 0.64629 1.04660 -1.59083  0.22
H -0.00747 1.61957 0.05886  0.22
H -0.74669 -1.30665 -2.30424  0.23
H -0.08516 -2.42909 -1.16988  0.24
H 0.97244 -1.26558 -2.09165  0.22
H 1.53298 0.63385 2.12711  0.23
H 0.83138 1.81524 3.27434  0.23
H 1.75095 0.44997 3.92151  0.26
H -3.73333 0.56552 -0.50523  0.37

***

Record 2
Computed, not measured: a structure of composition C10H11F5N4O3RuSeTe, with the ωB97M-V functional and the def2-TZVPD basis.

Output
highest occupied orbital energy (spin up / spin down)	-11.97 / -12.77	eV
multiplicity	6
⟨S²⟩	8.786
Kohn-Sham gap (spin up / spin down)	8.600 / 5.941	eV
net charge	+1
ΔE to the lowest compared entry with this formula, charge and spin	154.5	kJ/mol

Last column: Mulliken spin population.
Element x y z (Å)
Ru 0.72302 0.64623 0.51794  2.60
C 0.91210 0.45823 5.57419  0.00
O 1.85142 0.50402 4.47294  0.01
C 1.55876 -0.08010 3.33807  0.00
O 2.34778 -0.09513 2.40379  0.05
N 0.35294 -0.75563 3.23319  -0.01
N 0.18350 -1.21877 1.88586  0.15
H 1.42828 0.92890 6.40238  0.00
H 0.67629 -0.57565 5.82055  0.00
H 0.01921 1.02530 5.32070  0.00
H -0.46640 -0.24534 3.55663  0.00
H -0.78223 -1.51874 1.78554  -0.01
H 0.78991 -2.02899 1.78586  0.00
N 0.33920 -0.56020 -1.14211  -0.02
C -0.09765 -0.88835 -2.15125  0.00
C -0.63315 -1.27091 -3.42375  0.00
C -1.04353 -2.58828 -3.62408  0.00
C -1.57165 -2.93510 -4.85457  0.00
C -1.68668 -1.97743 -5.85480  0.00
C -1.27644 -0.66719 -5.64278  0.00
C -0.74323 -0.30181 -4.42005  0.00
H -0.95013 -3.32016 -2.83372  0.00
H -1.89501 -3.95086 -5.03346  0.00
H -2.10559 -2.25558 -6.81273  0.00
H -1.37390 0.06869 -6.42853  0.00
H -0.42433 0.71483 -4.23440  0.00
F -1.21872 0.72491 1.06898  0.04
Te -1.09355 2.82112 1.77271  0.45
F -0.91949 2.79804 -0.13673  0.03
F -1.36062 1.78292 3.46224  0.13
F -0.54389 4.66657 1.58835  0.16
F -2.96532 2.73120 1.44322  0.12
O 0.73490 2.12442 1.70233  0.27
Se 5.16606 2.41277 -0.26487  0.93
C 3.55591 1.66026 -0.17115  -0.08
N 2.51221 1.16580 -0.10647  0.15

***

Record 3
Computed, not measured: a cluster of 16 separate species, H32O16 in total, with the ωB97M-V functional and the def2-TZVPD basis.

Output
highest occupied orbital energy	-10.21	eV
multiplicity	1
Kohn-Sham gap	9.793	eV
ΔE to the lowest compared entry with this formula, charge and spin	535.9	kJ/mol

Last column: natural (NBO) charge in e.
Element x y z (Å)
O -1.87661 2.13010 1.15803  -0.96
H -2.14187 3.05822 0.91250  0.48
H -2.50123 2.00098 1.90688  0.50
O 2.25307 2.04362 -0.52208  -0.99
H 1.51133 2.62005 -0.36195  0.50
H 2.96408 2.64226 -0.64266  0.47
O -0.07957 0.92717 -2.29590  -0.99
H -0.64051 0.22794 -2.66975  0.51
H -0.48593 1.67502 -2.76641  0.48
O -2.16545 -0.79195 -3.02947  -0.98
H -2.86695 -1.44633 -3.28519  0.47
H -2.00855 -1.21794 -2.19654  0.49
O 2.54576 0.36581 1.71416  -0.97
H 1.87433 0.74247 1.19564  0.50
H 3.29627 0.85485 1.48885  0.47
O 0.42373 -3.33350 -1.72601  -0.95
H 0.49110 -2.66442 -1.06724  0.49
H 0.87455 -4.11442 -1.34686  0.47
O 0.15145 3.59980 -0.31874  -0.96
H -0.36377 4.39541 -0.58448  0.49
H -0.53434 2.96898 0.04298  0.49
O -3.68327 0.23267 -0.40683  -0.96
H -3.12569 0.97334 -0.36734  0.46
H -3.07138 -0.52911 -0.31815  0.48
O 1.16345 -1.63295 3.30370  -1.01
H 1.43592 -1.63760 4.24353  0.49
H 1.55774 -0.94134 2.77915  0.52
O -2.13612 -2.02760 -0.74773  -0.98
H -3.01230 -2.50803 -0.86365  0.49
H -1.60372 -2.71840 -0.33996  0.53
O -0.04059 -2.88232 0.92362  -0.98
H 0.45145 -2.10240 1.18845  0.51
H -0.23511 -3.21424 1.80037  0.49
O 0.41181 2.56990 2.48285  -0.94
H -0.34874 2.14386 2.15892  0.47
H 0.08487 3.04178 3.22910  0.46
O 2.72854 0.72830 -2.94026  -0.99
H 2.76103 -0.25718 -2.80948  0.46
H 2.01640 1.14356 -2.43697  0.51
O -1.96690 -1.24547 2.26914  -0.94
H -1.22171 -1.60814 1.88639  0.47
H -1.65606 -0.56783 2.86637  0.47
O 2.70646 -1.46539 -0.95294  -0.92
H 3.24324 -1.67732 -1.68897  0.45
H 3.01816 -0.58654 -0.81986  0.48
O 0.14422 -0.08300 0.31464  -0.99
H 0.45227 0.24787 -0.53562  0.51
H -0.79486 -0.08055 0.17573  0.48

***

Record 4
Computed, not measured: a structure of composition C49H47BrN9O5Se2Zr, with the ωB97M-V functional and the def2-TZVPD basis.

Output
highest occupied orbital energy	-9.94	eV
multiplicity	1
Kohn-Sham gap	7.371	eV
net charge	+1
ΔE to the lowest compared entry with this formula, charge and spin	62.8	kJ/mol

Last column: Mulliken charge in e.
Element x y z (Å)
Zr 0.06141 0.97882 0.08972  -1.76
Se -2.92221 3.76818 -1.28974  -0.03
Se -2.30182 4.22539 0.87908  0.03
C -2.32778 2.65046 2.01198  -0.46
C -3.22507 2.81582 3.06257  -0.82
C -3.16905 1.97482 4.16146  -0.68
C -2.20808 0.98578 4.17344  -1.19
C -1.38827 0.84843 3.06848  -0.85
N -1.43909 1.64106 1.99024  1.07
C -1.16111 3.96948 -2.07477  0.40
C -1.05967 4.50612 -3.35414  -1.02
C 0.19610 4.88390 -3.79445  -0.52
C 1.28585 4.73976 -2.94261  -0.87
C 1.08047 4.13488 -1.71618  -0.50
N -0.11767 3.71700 -1.30811  0.57
H -3.94441 3.61991 3.01468  0.58
H -3.85451 2.10461 4.98859  0.46
H -2.09147 0.31177 5.01012  0.59
H -0.64901 0.06484 3.04113  1.00
H -1.94048 4.66931 -3.96059  0.46
H 0.31544 5.32953 -4.77384  0.44
H 2.26869 5.09527 -3.22310  0.63
H 1.89137 3.95130 -1.01762  0.45
C -3.65406 -6.84437 1.81088  -1.07
O -4.08074 -5.58632 1.31114  -0.27
C -3.85280 -5.32244 -0.00172  0.38
C -3.18329 -6.17671 -0.87009  -0.63
C -3.01891 -5.80274 -2.19822  -0.68
C -3.45946 -4.57096 -2.64934  -0.19
C -4.15863 -3.73066 -1.78252  0.09
C -4.36035 -4.11041 -0.47400  -0.23
N -3.27565 -4.29285 -4.04616  -0.32
N -2.93264 -3.17694 -4.45276  -0.64
C -2.57300 -2.12143 -3.54228  0.02
C -3.35676 -1.00306 -3.48887  -0.64
C -3.05236 0.06572 -2.62473  -0.52
C -1.91541 0.03771 -1.85946  -0.06
O -1.58922 1.01938 -1.01012  0.58
C -1.05240 -1.09038 -1.95394  -0.07
N 0.07518 -1.07116 -1.17915  1.05
C 0.90855 -2.07671 -1.25031  -0.48
C 0.70509 -3.17954 -2.09969  -1.50
C -0.41872 -3.22305 -2.87168  -0.46
C -1.36150 -2.17012 -2.79971  0.71
H -3.94361 -6.86785 2.85745  0.25
H -2.56965 -6.95432 1.73104  0.41
H -4.14421 -7.66496 1.28289  0.40
H -2.81514 -7.13699 -0.54090  0.50
H -2.53940 -6.47604 -2.89813  0.48
H -4.56677 -2.79387 -2.13644  0.49
H -4.92477 -3.48369 0.20247  0.60
H -4.25097 -0.96442 -4.09845  0.43
H -3.70686 0.92470 -2.56098  0.47
H 1.79988 -2.02006 -0.63646  0.59
H 1.44248 -3.96875 -2.13413  0.52
H -0.58451 -4.04824 -3.54951  0.60
Br 7.20224 -1.26604 2.13308  -0.15
C 5.36256 -1.43439 2.49795  -0.07
C 4.93474 -2.22145 3.56269  -0.28
N 3.65303 -2.38188 3.87281  -0.63
C 2.75009 -1.75202 3.12981  -0.48
C 3.08807 -0.94954 2.04747  0.10
C 4.42798 -0.78541 1.71943  -0.49
C 2.04337 -0.27821 1.24728  0.94
O 2.30892 0.31360 0.17696  -0.39
O 0.82522 -0.30854 1.63582  0.50
H 5.65786 -2.73730 4.18325  0.39
H 1.70964 -1.88819 3.40020  0.64
H 4.71487 -0.16216 0.88377  0.54
N 1.09895 1.22148 -2.10198  -0.36
C 2.08974 1.43373 -2.65450  -0.24
N 3.23531 1.65051 -3.24540  0.42
C 4.38363 2.07586 -2.42761  0.08
C 5.64226 1.54186 -3.08437  -0.78
O 5.71639 1.96911 -4.43140  -0.40
C 4.64257 1.45822 -5.19780  -0.65
C 3.31264 1.97348 -4.67567  -0.46
H 4.25431 1.68852 -1.41731  0.04
H 4.41747 3.16937 -2.39392  0.21
H 5.65235 0.44564 -3.03618  0.38
H 6.52598 1.92722 -2.57927  0.36
H 4.65211 0.36144 -5.17558  0.33
H 4.79705 1.79252 -6.22188  0.36
H 2.47895 1.50053 -5.19248  0.44
H 3.24807 3.05738 -4.81008  0.22
C 2.07727 3.98092 4.22042  -1.62
C 2.43824 4.30228 2.76360  1.54
C 3.94895 4.13075 2.55730  -1.56
C 2.02775 5.74312 2.43400  -1.58
C 1.71328 3.37721 1.87831  0.07
C 1.07261 2.64001 1.15280  1.30
H 2.61236 4.65169 4.89552  0.45
H 2.34650 2.95293 4.46785  0.27
H 1.00614 4.10414 4.38733  0.30
H 4.49747 4.79519 3.22780  0.43
H 4.22846 4.37190 1.53032  0.27
H 4.25295 3.10333 2.76480  0.31
H 2.54959 6.44121 3.09176  0.44
H 0.95362 5.87800 2.56610  0.28
H 2.27602 5.99025 1.40082  0.27
C -4.53092 -3.48578 3.17139  -1.21
C -3.58968 -2.64221 2.36507  0.89
C -2.25540 -3.00061 2.20193  -1.30
C -1.41663 -2.18828 1.46172  -0.36
N -1.81247 -1.05135 0.88996  1.88
C -3.09771 -0.71930 1.02116  -0.05
C -4.00834 -1.47236 1.73903  -2.03
H -4.26052 -4.53878 3.10542  0.15
H -5.55899 -3.36685 2.83129  0.36
H -4.49413 -3.19229 4.22272  0.38
H -1.87466 -3.91779 2.63208  0.41
H -0.37637 -2.45773 1.32094  0.32
H -3.40134 0.19789 0.52694  0.59
H -5.03938 -1.14777 1.80405  0.42